# 1
69
Properties=species:S:1:pos:R:3 method="wB97M-V/def2-TZVPD" e_homo_ev=-7.209 total_charge=0 molar_mass_da=1152.63 total_energy_ev=-202742.36606 e_above_lowest_kj_mol=113.8
Ir -0.4114 -1.1640 -0.1673
Se 0.4018 -2.5355 -2.0977
Te -0.6379 -0.3637 -2.5861
Te 1.5701 1.1815 -2.3622
Se 1.6944 0.0760 -0.0667
O -3.1373 0.8230 -0.7955
C -3.3146 -0.1168 0.2654
C -2.4109 0.3486 1.4376
O -2.8836 0.9963 2.3507
O -1.1533 0.0678 1.3283
C -4.7750 -0.2095 0.6922
C -5.7757 0.3882 -0.0581
C -7.1075 0.2605 0.3207
C -7.4453 -0.4691 1.4474
C -6.4443 -1.0716 2.2005
C -5.1195 -0.9418 1.8248
C -2.9022 -1.4738 -0.2870
C -2.2928 -2.4484 0.5157
C -2.2432 -3.7944 0.0817
C -2.7544 -4.1496 -1.1331
C -3.3554 -3.1729 -1.9483
C -3.4419 -1.8717 -1.5355
H -3.1057 1.7108 -0.4158
H -5.5151 0.9541 -0.9418
H -7.8800 0.7352 -0.2706
H -8.4817 -0.5672 1.7431
H -6.6983 -1.6362 3.0883
H -4.3457 -1.3969 2.4308
H -2.0546 -2.2260 1.5481
H -1.7924 -4.5344 0.7300
H -2.7011 -5.1762 -1.4689
H -3.7775 -3.4585 -2.9034
H -3.9610 -1.1354 -2.1352
O 0.3128 -2.1359 1.6971
H 1.2339 -2.4120 1.5827
H 0.3615 -1.3438 2.2796
C 3.7420 -1.5523 3.3465
Si 4.1851 -0.1345 4.5006
C 5.9521 0.3932 4.1803
C 3.9826 -0.6944 6.2730
C 3.0469 1.3244 4.1688
Te 1.0255 0.6749 3.9353
C 0.0832 2.5863 3.7551
Si 0.3443 3.6526 2.2229
C -0.7267 3.0737 0.8029
C -0.2022 5.3842 2.7019
C 2.1371 3.7110 1.6889
H 4.4931 -2.3440 3.3991
H 3.6798 -1.2125 2.3088
H 2.7829 -1.9940 3.6342
H 6.6504 -0.4211 4.3863
H 6.2299 1.2392 4.8128
H 6.0875 0.6956 3.1396
H 4.6015 -1.5689 6.4850
H 2.9431 -0.9561 6.4819
H 4.2729 0.0966 6.9680
H 3.3490 1.8365 3.2556
H 3.0889 2.0339 4.9972
H 0.3636 3.1272 4.6610
H -0.9804 2.3473 3.8399
H -1.7670 3.0256 1.1402
H -0.4182 2.0872 0.4561
H -0.6621 3.7774 -0.0314
H -1.2445 5.3895 3.0293
H -0.1151 6.0687 1.8547
H 0.4054 5.7837 3.5171
H 2.4740 2.7224 1.3703
H 2.7887 4.0651 2.4908
H 2.2505 4.3908 0.8404

***

# 2
44
Properties=species:S:1:pos:R:3 method="wB97M-V/def2-TZVPD" e_homo_ev=-7.531 total_charge=0 molar_mass_da=300.40 total_energy_ev=-46642.16734 e_above_lowest_kj_mol=80.4 smiles=NC[C@H](N)CSS.O.O.O.O.O.O.O.O.O
N 1.9619 -0.7237 -1.0004
C 1.7130 -2.1462 -0.7282
C 0.4870 -2.1733 0.1866
N 0.7991 -1.3830 1.3814
C 0.2046 -3.6523 0.5744
S -1.4580 -4.2129 0.3746
S -2.5674 -3.0171 1.6350
H 1.1645 -0.2496 -1.4007
H 2.7996 -0.4829 -1.5045
H 1.5161 -2.6039 -1.7030
H 2.5786 -2.6324 -0.2756
H -0.4953 -1.8592 -0.2461
H 1.7391 -1.0264 1.3565
H 0.1381 -0.6557 1.5929
H 0.6109 -4.2973 -0.2332
H 0.6932 -3.9390 1.5087
H -1.7005 -2.3521 2.4815
O -0.7383 -1.1325 -2.6785
H -1.5757 -1.3392 -2.2510
H -0.8610 -0.7925 -3.5674
O -3.3244 -0.6227 0.4735
H -4.1167 -0.0746 0.4511
H -2.6760 -0.0338 0.8759
O -0.4215 3.2325 1.5371
H -0.2347 3.9039 0.8755
H 0.1316 2.5000 1.2603
O -2.5534 2.0731 0.5361
H -3.2667 2.6891 0.3692
H -1.8529 2.5548 1.0505
O -1.2411 1.6796 -3.2204
H -2.1183 2.0489 -3.1207
H -0.5341 2.3044 -3.3169
O -0.0522 1.6339 3.4788
H 0.5610 0.9031 3.3771
H 0.3271 2.4317 3.0871
O 3.6212 1.4227 0.1409
H 2.9611 0.7143 0.2177
H 3.6933 1.5892 -0.8033
O 0.0194 0.9395 -0.7715
H -0.4219 0.4884 -0.0502
H -0.2338 0.5482 -1.6174
O 1.5353 2.9569 -0.0407
H 2.2292 2.3907 0.3137
H 0.9591 2.3976 -0.6064

***

# 3
28
Properties=species:S:1:pos:R:3 method="wB97M-V/def2-TZVPD" e_homo_ev=-12.606 total_charge=+1 molar_mass_da=249.13 total_energy_ev=-85089.91696 e_above_lowest_kj_mol=274.3 smiles="CN(C)C1=N[N+](C)(C)C/C(=C/Br)O1"
C 1.6867 2.4884 -0.2160
N 0.1715 2.1876 -0.1368
C -0.7614 3.2185 -0.2816
C -0.1367 0.9416 -0.1024
N 0.8891 0.0571 -0.0393
N 0.6496 -1.3661 0.1006
C 1.7410 -1.8907 0.9042
C 0.6293 -1.9758 -1.2484
C -0.5910 -1.6815 0.6958
C -1.7251 -0.7506 0.3112
C -2.9975 -1.1818 0.3353
Br -4.4726 -0.1431 -0.0387
O -1.4250 0.5636 -0.0876
H 1.9653 2.6506 -1.2084
H 1.9132 3.3894 0.3776
H 2.0953 1.5775 0.2365
H -0.2555 4.1816 -0.3868
H -1.3260 3.2311 -1.2514
H -1.4880 3.2875 0.6510
H 2.6097 -2.0758 0.3612
H 1.9263 -1.2054 1.8246
H 1.2966 -2.8286 1.2504
H 1.5646 -1.7183 -1.7751
H 0.6177 -3.0023 -1.1685
H -0.2783 -1.5812 -1.7960
H -0.3755 -1.5779 1.7737
H -0.7959 -2.6364 0.3269
H -3.1274 -2.1589 0.5878

***

# 4
63
Properties=species:S:1:pos:R:3 method="wB97M-V/def2-TZVPD" e_homo_ev="-13.032 / -13.131" total_charge=+2 molar_mass_da=474.48 total_energy_ev=-63066.16583 multiplicity=3
V 0.1622 0.0686 -0.2018
N 1.8916 1.2008 0.7686
C 1.9495 1.1130 2.2468
C 1.5147 -0.2786 2.6408
N 0.1879 -0.5833 2.0594
C -0.8796 0.1756 2.7779
C -1.8117 0.9097 1.8330
N -1.0084 1.6096 0.8116
C -0.0636 -2.0409 2.1381
C -1.2099 -2.4071 1.2228
N -0.9119 -1.8446 -0.1154
H 1.8929 2.1749 0.4745
H 2.7584 0.8270 0.3875
H 2.9536 1.3143 2.6207
H 1.2951 1.8709 2.6775
H 2.2298 -1.0046 2.2490
H 1.5030 -0.3816 3.7305
H -1.4585 -0.4988 3.4117
H -0.4080 0.8939 3.4491
H -2.4652 0.2164 1.3013
H -2.4554 1.5867 2.3971
H -1.6227 2.0948 0.1601
H -0.4508 2.3355 1.2550
H 0.8422 -2.5584 1.8203
H -0.2698 -2.3512 3.1665
H -1.3484 -3.4874 1.1898
H -2.1436 -1.9769 1.5829
H -0.4362 -2.5399 -0.6847
H -1.7639 -1.6355 -0.6308
C 2.2703 -2.4932 -0.7786
O 1.9018 -1.1086 -0.9207
C 2.7815 -0.3334 -1.6987
C 4.0626 -0.7378 -2.0256
C 4.8553 0.1007 -2.7980
C 4.3664 1.3232 -3.2384
C 3.0805 1.7143 -2.9111
C 2.2808 0.8925 -2.1254
N 0.9380 1.1866 -1.7627
N 0.3991 2.1337 -2.4178
C -0.9314 2.3310 -2.4009
C -1.7997 1.2524 -2.0692
O -1.3737 0.1837 -1.4694
C -3.1599 1.3353 -2.4676
C -3.6418 2.4599 -3.0582
C -2.8184 3.5930 -3.3390
C -3.3446 4.7528 -3.9352
C -2.5293 5.8179 -4.2202
C -1.1627 5.7507 -3.9171
C -0.6279 4.6285 -3.3260
C -1.4465 3.5307 -3.0307
H 2.3927 -2.9478 -1.7604
H 1.4734 -2.9898 -0.2368
H 3.1912 -2.5848 -0.2047
H 4.4591 -1.6915 -1.7107
H 5.8561 -0.2132 -3.0590
H 4.9854 1.9680 -3.8461
H 2.6750 2.6517 -3.2640
H -3.7948 0.4808 -2.2729
H -4.6891 2.5090 -3.3323
H -4.4011 4.7904 -4.1702
H -2.9359 6.7082 -4.6793
H -0.5213 6.5904 -4.1481
H 0.4259 4.5862 -3.0866

***

# 5
45
Properties=species:S:1:pos:R:3 method="wB97M-V/def2-TZVPD" e_homo_ev=0.819 total_charge=-2 molar_mass_da=285.19 total_energy_ev=-27004.21447 e_above_lowest_kj_mol=228.2
Li -0.1705 0.7176 0.2337
Li -2.5180 0.1095 -1.0123
O -1.8529 -0.4441 0.8483
C -1.4714 -1.0852 2.0370
C -2.1679 -0.7437 3.4351
O -3.5511 -0.5539 3.5435
H -0.4071 -1.2563 2.1982
H -1.6366 -2.1551 1.9097
H -1.6181 0.0578 3.9284
H -1.9289 -1.5373 4.1430
O -0.8743 1.3310 -1.5636
C -1.2003 1.2333 -2.9569
C -2.0265 -0.0008 -3.6603
O -3.0939 -0.5879 -2.9695
H -0.2464 1.4083 -3.4543
H -1.7314 2.1227 -3.2961
H -1.2985 -0.8067 -3.5674
H -2.1605 0.1803 -4.7268
C 1.8383 -4.3919 -1.0266
O 2.1750 -3.0390 -0.8480
C 1.1780 -2.2296 -1.2710
C 1.7707 -0.7589 -1.1019
N 1.5167 -0.2163 0.2641
C 2.3918 0.9635 0.4730
C 1.7683 1.7972 1.6534
O 0.3352 1.7777 1.7326
C -0.2974 2.8335 2.5113
H 2.6286 -5.0280 -0.6278
H 1.5959 -4.8560 -1.9826
H 1.1325 -4.7376 -0.2714
H 0.3822 -2.3295 -0.5330
H 0.8407 -2.5864 -2.2442
H 1.2922 -0.0765 -1.8043
H 2.8233 -0.8228 -1.3774
H 1.6895 -0.9683 0.9158
H 2.2085 1.6342 -0.3664
H 3.4531 0.7484 0.5977
H 2.1903 2.8021 1.6416
H 2.2539 1.3957 2.5429
H 0.0464 3.8307 2.2365
H -0.2642 2.5840 3.5718
H -1.3591 2.9690 2.3051
O -0.9471 3.8502 -0.6170
H -1.8968 3.9048 -0.5106
H -0.7919 2.9601 -0.9331

***

# 6
99
Properties=species:S:1:pos:R:3 method="wB97M-V/def2-TZVPD" e_homo_ev=-7.833 total_charge=0 molar_mass_da=525.82 total_energy_ev=-45769.82449 e_above_lowest_kj_mol=209.6 smiles=CC1(C)CCCC(C)(C)N1O.CC1(C)CCCC(C)(C)N1O.CC1(C)CCCC(C)(C)N1O.O.O.O
C 7.0449 -11.7670 -4.2858
C 7.6943 -12.4868 -5.4408
C 9.2216 -12.3305 -5.3792
C 7.3217 -14.0110 -5.2588
C 7.5322 -14.8021 -6.6382
C 6.5832 -14.2637 -7.6801
C 6.8863 -12.7528 -7.8476
C 8.1711 -12.5129 -8.6638
C 5.6009 -12.2709 -8.5789
N 7.0010 -11.9426 -6.6259
O 7.2212 -10.5547 -6.8402
H 7.4616 -11.9806 -3.3014
H 7.1159 -10.6875 -4.4191
H 6.0346 -12.0702 -4.0113
H 9.5704 -11.2978 -5.3833
H 9.7314 -12.7347 -4.5047
H 9.7398 -12.9196 -6.1359
H 7.9776 -14.4724 -4.5205
H 6.2630 -14.1230 -5.0248
H 8.5598 -14.9514 -6.9697
H 7.3354 -15.8581 -6.4528
H 5.5491 -14.3527 -7.3471
H 6.6872 -14.8147 -8.6148
H 8.5466 -11.4924 -8.5889
H 7.9943 -12.6896 -9.7248
H 8.9641 -13.2150 -8.4064
H 5.4027 -12.9195 -9.4322
H 5.6779 -11.3155 -9.0978
H 4.6730 -12.2922 -8.0072
H 6.3679 -10.1387 -6.6968
C 3.1675 -19.5514 -12.2493
C 4.5148 -18.7883 -12.5861
C 5.0094 -19.3275 -13.9324
C 4.1209 -17.3292 -12.5450
C 5.1584 -16.2428 -12.5387
C 6.0756 -16.6515 -11.3459
C 6.5734 -18.1172 -11.1720
C 7.8492 -18.3760 -12.0551
C 6.9411 -18.3507 -9.7332
N 5.4977 -19.0533 -11.5138
O 5.7074 -20.4264 -11.1645
H 2.9107 -19.2975 -11.2208
H 2.3745 -19.1580 -12.8853
H 3.4594 -20.5888 -12.4128
H 4.3135 -18.9849 -14.6983
H 5.9508 -18.8285 -14.1624
H 4.9482 -20.4146 -13.8814
H 3.5004 -16.9938 -13.3760
H 3.4050 -17.1645 -11.7397
H 5.6766 -16.1903 -13.4962
H 4.8364 -15.2178 -12.3549
H 5.6807 -16.3446 -10.3774
H 6.9776 -16.0446 -11.4233
H 7.5350 -18.1644 -13.0772
H 8.2073 -19.3971 -11.9242
H 8.5478 -17.5661 -11.8448
H 7.4880 -19.2896 -9.6478
H 6.1594 -18.4125 -8.9762
H 7.6049 -17.5684 -9.3650
H 5.0626 -20.6002 -10.4749
C 5.7239 -13.6591 -18.3195
C 5.5074 -14.4843 -17.0953
C 5.5196 -13.5164 -15.8867
C 3.9577 -15.0114 -17.1762
C 3.7421 -16.0549 -18.2623
C 4.6380 -17.2169 -17.7916
C 6.1269 -16.8643 -17.7418
C 6.8032 -18.1074 -16.9648
C 6.6624 -17.0544 -19.2149
N 6.3753 -15.6633 -16.9768
O 7.7249 -15.4451 -16.5216
H 5.4131 -14.2959 -19.1477
H 5.1304 -12.7452 -18.2966
H 6.7801 -13.4076 -18.4161
H 6.5496 -13.4138 -15.5451
H 5.2038 -12.5051 -16.1427
H 4.8540 -13.9021 -15.1146
H 3.6364 -15.4288 -16.2219
H 3.2106 -14.2289 -17.3088
H 2.6954 -16.3366 -18.3777
H 3.9093 -15.5762 -19.2272
H 4.4331 -17.9726 -18.5499
H 4.2492 -17.5880 -16.8433
H 6.7634 -18.2216 -15.8816
H 7.8512 -18.1232 -17.2640
H 6.3749 -19.0578 -17.2834
H 7.7337 -16.8569 -19.1778
H 6.2287 -16.4529 -20.0139
H 6.5464 -18.0817 -19.5602
H 7.7212 -15.2578 -15.5801
O 8.5793 -11.0965 -14.5193
H 8.8498 -11.4162 -13.6586
H 8.8251 -11.7969 -15.1237
O 6.1847 -13.2332 -12.5328
H 7.1410 -13.1908 -12.5255
H 5.9045 -12.3206 -12.6023
O 9.3658 -12.4723 -12.2747
H 10.1711 -12.9202 -12.5338
H 9.3394 -12.5582 -11.3217